Entry 1:
Entry from OMol25: an isolated molecule of C5H13NO (the ωB97M-V functional and the def2-TZVPD basis).

Cartesian coordinates (Å):
C: -0.39475 1.18486 2.21789
C: -0.15960 1.31549 0.75375
N: 0.07181 0.08967 0.04023
C: 0.84232 -0.99851 0.72919
C: -0.08901 0.39569 -1.34756
C: 0.01576 -1.03039 -2.12919
O: -1.10393 -1.76662 -1.72279
H: 0.44600 0.59045 2.84803
H: -0.13780 2.22858 2.80791
H: -1.28877 0.63921 2.54000
H: -1.10809 1.81703 0.54822
H: 0.70772 2.13353 0.78800
H: 0.53877 -1.12387 1.75595
H: 2.00462 -0.84977 0.68524
H: 0.46928 -1.90286 0.31587
H: 0.57514 1.26325 -1.76099
H: -1.07885 0.78179 -1.76365
H: 0.12739 -0.81021 -3.13336
H: 0.87337 -1.55703 -1.77628
H: -1.31140 -2.40029 -2.39647

Cartesian forces (eV/Å) of the 2 atoms listed first:
3.3 0.1 5.1
1.4 1.5 2.1

- HOMO energy: -7.99 eV
- SMILES: CCN(C)CCO
- LUMO: 0.9171 eV
- Relative energy (zero: lowest compared OMol25 entry of this formula, charge and spin): 354.4 kJ/mol
- Charge: 0


Entry 2:
Entry from OMol25: a structure of composition C57H47CoN5O2P2S2Si (the ωB97M-V functional and the def2-TZVPD basis).

Cartesian coordinates (Å):
Co: -0.72656 -0.15121 -0.09104
C: 0.16101 2.21996 -3.13502
Si: 0.53497 1.21636 -1.59818
C: 1.87282 1.91960 -0.44503
C: 2.80747 3.15193 -0.77085
C: 4.27330 2.87498 -0.79530
C: 4.77645 1.83052 -0.13274
C: 3.90343 0.81176 0.46577
C: 2.58727 0.79441 0.23587
P: 1.48039 -0.59468 0.67847
C: 1.71039 -0.73226 2.50757
C: 2.02643 0.39758 3.25947
C: 2.15610 0.32600 4.63882
C: 2.00147 -0.88550 5.29256
C: 1.71324 -2.02318 4.55292
C: 1.55926 -1.94463 3.17771
C: 2.33158 -2.10693 0.06429
C: 1.76417 -3.35828 0.30390
C: 2.38737 -4.51985 -0.11871
C: 3.59589 -4.45770 -0.79987
C: 4.16085 -3.21846 -1.05560
C: 3.53398 -2.05642 -0.62965
C: 1.56963 -0.23087 -2.40814
C: 2.82551 -0.01625 -2.99008
C: 3.47133 -1.03222 -3.67042
C: 2.87799 -2.29095 -3.79472
C: 1.63431 -2.52436 -3.24228
C: 1.00843 -1.49309 -2.54478
P: -0.66151 -1.40367 -1.89367
C: -1.27246 -2.93121 -1.08779
C: -3.44140 -1.97616 0.56885
C: -4.24171 -3.21081 0.66832
C: -3.57132 -4.43830 0.69507
C: -2.42160 -4.88074 -0.32835
C: -1.81321 -4.11362 -1.41477
C: -1.69596 -1.25057 -3.37658
C: -1.69962 -2.31400 -4.27819
C: -2.46466 -2.24717 -5.42982
C: -3.22226 -1.11552 -5.69268
C: -3.20154 -0.04553 -4.81313
C: -2.43602 -0.10713 -3.65625
H: 0.90394 2.05926 -3.91479
H: 0.10897 3.28154 -2.89084
H: -0.80925 1.94423 -3.54477
H: 2.47852 3.70678 -1.65123
H: 4.93339 3.55932 -1.31423
H: 5.84466 1.66738 -0.09329
H: 4.37702 0.00940 1.02157
H: 2.19559 1.34494 2.76926
H: 2.38961 1.22034 5.19992
H: 2.10062 -0.94038 6.36688
H: 1.59762 -2.97800 5.04688
H: 1.33291 -2.85495 2.63725
H: 0.82463 -3.44799 0.83558
H: 1.93391 -5.48053 0.09255
H: 4.08713 -5.36225 -1.12772
H: 5.09370 -3.14499 -1.59829
H: 3.98365 -1.10337 -0.87835
H: 3.30656 0.95231 -2.90271
H: 4.44486 -0.85641 -4.10858
H: 3.39112 -3.08309 -4.32347
H: 1.17861 -3.50411 -3.32800
H: -3.54198 -1.32226 1.44928
H: -5.13790 -3.15053 1.26954
H: -4.05623 -5.28897 1.15396
H: -0.53278 -5.37621 0.23111
H: -1.79775 -4.51508 -2.42045
H: -1.09547 -3.19409 -4.09336
H: -2.46703 -3.07653 -6.12432
H: -3.82377 -1.06820 -6.59060
H: -3.78457 0.84149 -5.01602
H: -2.42748 0.72351 -2.97719
O: 4.13127 6.00679 0.91082
C: 2.81390 6.36721 0.87559
O: 2.52044 7.51847 1.05593
C: 1.86399 5.27083 0.59398
C: 2.29747 3.83932 0.54585
C: 1.16026 2.82660 0.58771
C: -0.12549 3.29383 -0.02205
C: -0.44506 4.61399 -0.01192
C: 0.57296 5.57864 0.36152
N: -0.81116 2.22733 -0.53328
C: -2.14946 2.40259 -0.91842
C: -3.02773 1.33976 -0.90188
C: -4.38579 1.61891 -1.22103
C: -5.33543 0.58457 -1.14722
C: -4.95730 -0.67835 -0.85409
C: -3.51900 -1.06010 -0.66024
N: -2.59619 0.07867 -0.58814
H: 4.22682 5.06110 0.73639
H: 3.01204 3.61050 1.34486
H: 0.93632 2.38123 1.56168
H: -1.39550 4.97724 -0.36936
H: 0.30002 6.62677 0.40286
H: -2.51668 3.39922 -1.10296
H: -4.66664 2.63152 -1.46186
H: -6.37940 0.80212 -1.33368
H: -5.67338 -1.48625 -0.80554
H: -3.28859 -1.71659 -1.51796
N: -2.14873 3.02055 6.31884
C: -1.80245 1.73661 6.13579
S: -1.44691 0.72498 7.37236
C: -1.73109 1.29334 4.68989
C: -1.56969 -0.05164 4.40166
C: -1.42402 -0.43652 3.08271
N: -1.44470 0.40588 2.05247
C: -1.67602 1.69474 2.32468
C: -1.80495 2.17688 3.61711
H: -2.25787 3.34249 7.26715
H: -2.53512 3.58453 5.58372
H: -1.53236 -0.78442 5.19391
H: -1.28734 -1.48682 2.85095
H: -1.76641 2.36395 1.48461
H: -1.93157 3.24460 3.72378
S: -1.56504 -2.60209 0.62161
C: -2.04697 -4.26168 1.06992
N: -1.47945 -5.51571 0.58975

Cartesian forces (eV/Å) of the 2 atoms listed first:
-0.1 0.7 -0.8
0.0 0.0 -0.1

- Spin multiplicity: 2
- HOMO energy (alpha / beta): -6.18 / -6.36 eV
- LUMO (alpha / beta): -0.7267 / -0.7265 eV
- Relative energy (zero: lowest compared OMol25 entry of this formula, charge and spin): 478.9 kJ/mol
- Charge: 0


Entry 3:
Entry from OMol25: a cluster of 2 separate species, C4H12 in total (the ωB97M-V functional and the def2-TZVPD basis).

Cartesian coordinates (Å):
C: 0.33766 -0.27061 2.19458
C: 0.39691 -1.75510 1.81688
H: -0.48273 0.31201 1.80774
H: 0.20393 -0.17191 3.28042
H: 1.28564 0.23448 2.01755
H: 0.15407 -2.37709 2.68537
H: -0.47506 -2.05354 1.20400
H: 1.35663 -1.99711 1.37645
C: -0.50398 0.75903 -2.74013
C: -0.18936 1.30742 -1.36449
H: -0.01881 -0.19895 -2.90204
H: -1.56487 0.56888 -2.93813
H: -0.16679 1.43024 -3.53659
H: -0.08011 0.48675 -0.63735
H: 0.76774 1.83661 -1.27881
H: -1.02086 1.88891 -0.98545

Cartesian forces (eV/Å) of the 2 atoms listed first:
0.3 0.0 1.4
-1.6 0.0 0.2

- HOMO energy: -11.40 eV
- SMILES: CC.CC
- LUMO: 1.1215 eV
- Relative energy (zero: lowest compared OMol25 entry of this formula, charge and spin): 37.6 kJ/mol
- Charge: 0


Copy entry 3 word for word.
Entry from OMol25: a cluster of 2 separate species, C4H12 in total (the ωB97M-V functional and the def2-TZVPD basis).

Cartesian coordinates (Å):
C: 0.33766 -0.27061 2.19458
C: 0.39691 -1.75510 1.81688
H: -0.48273 0.31201 1.80774
H: 0.20393 -0.17191 3.28042
H: 1.28564 0.23448 2.01755
H: 0.15407 -2.37709 2.68537
H: -0.47506 -2.05354 1.20400
H: 1.35663 -1.99711 1.37645
C: -0.50398 0.75903 -2.74013
C: -0.18936 1.30742 -1.36449
H: -0.01881 -0.19895 -2.90204
H: -1.56487 0.56888 -2.93813
H: -0.16679 1.43024 -3.53659
H: -0.08011 0.48675 -0.63735
H: 0.76774 1.83661 -1.27881
H: -1.02086 1.88891 -0.98545

Cartesian forces (eV/Å) of the 2 atoms listed first:
0.3 0.0 1.4
-1.6 0.0 0.2

- HOMO energy: -11.40 eV
- SMILES: CC.CC
- LUMO: 1.1215 eV
- Relative energy (zero: lowest compared OMol25 entry of this formula, charge and spin): 37.6 kJ/mol
- Charge: 0


The highest relative energy (zero: lowest compared OMol25 entry of this formula, charge and spin) belongs to which entry? C57H47CoN5O2P2S2Si